<1>
68
Properties=species:S:1:pos:R:3:mulliken_charge:R:1 method="wB97M-V/def2-TZVPD" smiles="CC(C)CN(C(=O)CN1CC=C(c2ccccc2)CC1)c1c(N)n(CC(C)C)c(=O)[nH]c1=O" orbital_gap_ev=8.6 e_lumo_ev=0.45
C 3.70447 -2.08964 1.79660 -1.393
C 3.93146 -2.09853 0.28628 1.167
C 5.28799 -2.72241 -0.03415 -1.809
C 2.81819 -2.87158 -0.43853 -1.268
N 1.70776 -2.04640 -0.89737 0.210
C 1.49222 -1.90940 -2.22953 0.990
O 2.19004 -2.44971 -3.06535 -0.704
C 0.21786 -1.16520 -2.63570 -1.299
N 0.05374 0.13097 -2.01471 1.010
C -1.33311 0.54077 -1.93388 -0.925
C -1.44417 1.86167 -1.24206 -0.713
C -0.43500 2.72571 -1.17467 0.745
C -0.55600 3.97707 -0.40716 0.283
C -1.14565 3.95993 0.85669 -0.282
C -1.26261 5.12184 1.59676 -0.907
C -0.79636 6.32249 1.08847 -0.388
C -0.21018 6.35179 -0.16548 -0.688
C -0.08660 5.18987 -0.90472 -0.435
C 0.88463 2.42959 -1.82543 -0.862
C 0.84389 1.15717 -2.67049 -1.382
C 0.92369 -1.35151 0.06078 0.371
C -0.21593 -1.92605 0.56156 -0.020
N -0.53051 -3.22418 0.26200 -0.358
N -1.03048 -1.24492 1.43442 0.557
C -2.20530 -1.87201 2.01889 -2.146
C -3.43025 -1.87987 1.08715 1.410
C -4.46951 -2.85924 1.62817 -1.848
C -4.02575 -0.48038 0.96737 -1.350
C -0.75352 0.06130 1.81629 0.272
O -1.47915 0.68373 2.55828 -0.627
N 0.40167 0.58107 1.31534 0.238
C 1.31397 -0.01986 0.44760 -0.459
O 2.31786 0.57544 0.12201 -0.714
H 4.47457 -1.50029 2.28795 0.389
H 3.74323 -3.10365 2.19266 0.386
H 2.73844 -1.65713 2.04563 0.276
H 3.92214 -1.06812 -0.07754 0.139
H 5.31431 -3.76312 0.28461 0.380
H 5.48480 -2.68206 -1.10240 0.453
H 6.08096 -2.18606 0.48118 0.420
H 2.42176 -3.65262 0.22094 0.160
H 3.22022 -3.33771 -1.34110 0.638
H 0.22322 -1.10736 -3.73697 0.394
H -0.62515 -1.80314 -2.34448 0.437
H -1.88662 -0.21505 -1.36445 0.020
H -1.80410 0.60365 -2.93662 0.482
H -2.40281 2.09121 -0.79901 0.666
H -1.50150 3.02681 1.26915 0.413
H -1.71686 5.08732 2.57617 0.432
H -0.88788 7.23029 1.66645 0.379
H 0.15332 7.28531 -0.57032 0.388
H 0.36037 5.23208 -1.88695 0.397
H 1.19269 3.26615 -2.45534 0.706
H 1.64006 2.31817 -1.04434 0.225
H 1.85782 0.77354 -2.79755 0.422
H 0.43010 1.38095 -3.67112 0.492
H -1.49052 -3.51806 0.30727 0.176
H 0.01368 -3.62269 -0.48719 0.361
H -1.94078 -2.88733 2.32643 0.341
H -2.44933 -1.28950 2.91059 0.658
H -3.12669 -2.20746 0.08433 0.228
H -5.34853 -2.86718 0.98888 0.414
H -4.77698 -2.56318 2.62799 0.375
H -4.07277 -3.87169 1.67699 0.410
H -4.86124 -0.48121 0.27088 0.457
H -4.37986 -0.13773 1.93604 0.423
H -3.28187 0.22821 0.61457 -0.003
H 0.60248 1.53912 1.58120 0.388

***

<2>
68
Properties=species:S:1:pos:R:3:mulliken_charge:R:1 method="wB97M-V/def2-TZVPD" smiles="CCN1CCN(CCCNC(=O)c2cn(CCOC)c(=O)c3c2c2ccccc2n3C)CC1" orbital_gap_ev=8.0 e_lumo_ev=0.47
C -2.32926 -2.56511 3.05856 -1.340
C -1.63652 -1.20468 3.07053 -0.301
N -0.92650 -0.98563 1.82103 0.279
C -0.84307 0.39357 1.38856 0.512
C 0.20122 1.20829 2.16123 -1.324
N 1.50485 0.58362 1.99600 0.658
C 2.60670 1.36480 2.54916 -0.907
C 3.88416 1.20225 1.71754 -0.636
C 3.77711 1.89776 0.36409 -0.818
N 2.66055 1.34970 -0.37434 0.522
C 2.15601 1.94774 -1.47147 -0.072
O 2.66281 2.90732 -2.02223 -0.725
C 0.86443 1.33465 -1.90842 0.803
C -0.17076 2.16776 -2.19268 -0.452
N -1.43041 1.73584 -2.47247 0.149
C -2.48283 2.71790 -2.62403 -1.304
C -2.85070 3.35892 -1.27047 -0.515
O -3.15413 2.44442 -0.25284 -0.208
C -4.36292 1.73444 -0.43277 -0.740
C -1.79421 0.39654 -2.50796 0.927
O -2.95248 0.06953 -2.76426 -0.809
C -0.70159 -0.49460 -2.23672 -0.852
C 0.59984 -0.06161 -1.95011 0.937
C 1.38725 -1.24087 -1.77150 0.242
C 2.73732 -1.49251 -1.52172 0.122
C 3.15611 -2.79824 -1.40562 -1.071
C 2.26150 -3.86472 -1.53688 -0.635
C 0.92833 -3.65045 -1.80462 -0.787
C 0.49420 -2.33345 -1.92997 0.107
N -0.75497 -1.86282 -2.20970 -0.046
C -1.91729 -2.68341 -2.40677 -1.157
C 1.46838 -0.77766 2.50289 -1.261
C 0.39192 -1.58458 1.76227 -0.001
H -2.92603 -2.68817 3.95900 0.439
H -2.97828 -2.63633 2.19045 0.282
H -1.60412 -3.37340 3.01293 0.311
H -2.39758 -0.42662 3.16497 0.405
H -0.98135 -1.13861 3.95335 0.192
H -0.56047 0.38520 0.33288 -1.059
H -1.82197 0.86731 1.46909 0.494
H -0.08524 1.27473 3.22552 0.370
H 0.24041 2.21973 1.75060 0.595
H 2.32003 2.41949 2.54312 0.448
H 2.80712 1.08118 3.59495 0.354
H 4.72368 1.62777 2.26891 0.403
H 4.08404 0.14122 1.56019 0.259
H 3.63846 2.97868 0.49364 0.349
H 4.69930 1.75731 -0.21195 0.365
H 2.06369 0.73902 0.18209 -0.305
H -0.02374 3.23690 -2.19356 0.577
H -2.16263 3.50432 -3.31131 0.427
H -3.34527 2.19513 -3.04416 0.457
H -3.69206 4.04978 -1.43738 0.422
H -1.99671 3.92566 -0.88855 0.381
H -5.19501 2.42265 -0.62209 0.371
H -4.53967 1.20064 0.49897 0.212
H -4.29239 1.01244 -1.25112 0.290
H 3.43716 -0.67777 -1.43340 0.534
H 4.19766 -3.01024 -1.21415 0.435
H 2.62885 -4.87527 -1.43522 0.414
H 0.24250 -4.47562 -1.91871 0.498
H -1.75489 -3.37788 -3.23407 0.349
H -2.76155 -2.03710 -2.63646 0.340
H -2.13302 -3.25318 -1.49998 0.348
H 1.26859 -0.78755 3.59020 0.325
H 2.44068 -1.24619 2.33592 0.586
H 0.67570 -1.65567 0.70857 -0.746
H 0.34910 -2.59427 2.17248 0.575

***

<1> comes first in stability; the runner-up is 0.0410 hartree higher.

***

<1>
23
Properties=species:S:1:pos:R:3:mulliken_charge:R:1 method="wB97M-V/def2-TZVPD" smiles="C=C(C)N(C)C.CC#N" orbital_gap_ev=8.1 e_lumo_ev=0.58
C -1.95154 1.02634 0.62558 -1.226
C -1.05432 0.08140 0.28681 1.005
C -1.09142 -1.25647 0.97587 -1.409
N -0.39587 0.10661 -0.98893 0.279
C -0.63127 1.27199 -1.84123 -1.338
C 0.08578 -1.05110 -1.74456 -1.276
H -2.52997 0.92183 1.52810 0.249
H -2.17536 1.91149 0.05742 0.322
H -1.56357 -2.03042 0.37141 0.338
H -0.08122 -1.58848 1.21122 0.325
H -1.62721 -1.17893 1.91868 0.385
H -1.70135 1.42901 -1.95637 0.371
H -0.14969 2.17607 -1.45809 0.350
H -0.28944 1.11905 -2.86359 0.395
H 1.10081 -0.77493 -2.06017 0.463
H -0.41807 -1.21563 -2.69515 0.373
H 0.09334 -1.93975 -1.12412 0.389
C 2.35634 0.51893 2.04530 -0.921
C 2.17671 -0.20475 0.56508 0.451
N 2.30218 -1.20287 0.00491 -0.463
H 3.18311 1.21285 1.88227 0.337
H 2.81470 -0.28011 2.62846 0.305
H 1.54733 0.94787 2.63112 0.295

***

<2>
23
Properties=species:S:1:pos:R:3:mulliken_charge:R:1 method="wB97M-V/def2-TZVPD" smiles=Cc1c[nH]cn1.CCC orbital_gap_ev=9.3 e_lumo_ev=0.88
C 2.09096 -0.60566 0.88308 -1.081
C 0.96797 -1.17359 0.13828 0.519
C -0.14054 -1.84309 0.57564 -0.522
N -0.98554 -1.96572 -0.47645 -0.081
C -0.32918 -1.25447 -1.56141 -0.282
N 0.83323 -0.86361 -1.23086 -0.471
H 2.21895 0.45079 0.80995 0.235
H 3.03505 -1.11236 0.53723 0.312
H 2.13992 -0.95530 1.92226 0.316
H -0.26240 -1.89745 1.64434 0.378
H -1.94604 -2.22636 -0.60372 0.222
H -0.84306 -1.20430 -2.50390 0.449
C -1.00219 2.67670 1.55184 -1.256
C -0.29385 1.76736 0.52251 0.684
C -0.77235 1.93332 -0.93932 -1.239
H -1.97428 3.08860 1.26025 0.306
H -0.42754 3.52816 1.90624 0.303
H -1.21380 2.12567 2.47712 0.325
H 0.78958 1.99349 0.54104 0.039
H -0.56390 0.77567 0.90715 -0.147
H -1.35462 2.82528 -1.15296 0.439
H 0.06509 1.88564 -1.64568 0.313
H -1.46446 1.14251 -1.21503 0.238

***

<3>
23
Properties=species:S:1:pos:R:3:mulliken_charge:R:1 method="wB97M-V/def2-TZVPD" smiles=NC[C@@]12C[C@@H]1CC[C@H]2N orbital_gap_ev=10.0 e_lumo_ev=1.11
N 1.97812 -0.46554 1.06783 -0.540
C 1.52561 -0.98671 -0.25783 -1.095
C 0.09358 -0.50653 -0.54406 0.876
C -0.99937 -1.34978 -1.09580 -1.068
C -0.99685 -1.05826 0.34301 -0.224
C -1.88207 0.00557 0.81506 -0.622
C -1.11821 1.31020 0.56572 -0.826
C -0.08018 1.01672 -0.59837 -0.164
N 1.16100 1.76995 -0.63493 -0.647
H 1.15024 -0.39653 1.73520 0.209
H 2.77308 -1.04187 1.48433 0.254
H 1.49464 -2.14656 -0.34369 0.290
H 2.31181 -0.62565 -0.89334 0.419
H -1.75249 -0.78767 -1.67450 0.264
H -0.67739 -2.37503 -1.41912 0.264
H -0.96296 -1.92032 1.01031 0.378
H -2.79127 -0.00582 0.13451 0.323
H -2.09139 -0.04633 1.96833 0.275
H -1.91584 2.06332 0.27875 0.253
H -0.64417 1.62052 1.46073 0.370
H -0.63753 1.39596 -1.54006 0.426
H 0.76156 2.76267 -0.81697 0.314
H 1.75272 1.78521 0.21891 0.273

***

<4>
23
Properties=species:S:1:pos:R:3:mulliken_charge:R:1 method="wB97M-V/def2-TZVPD" smiles=CCc1c[nH]cn1.CC orbital_gap_ev=9.4 e_lumo_ev=0.88
C -1.05145 1.81428 0.74439 -0.540
C -1.19836 1.66362 -0.81069 -0.766
C -0.59058 0.37085 -1.26784 0.676
C -0.94472 -0.82820 -0.70276 -0.617
N 0.04860 -1.69362 -1.06901 0.009
C 0.92297 -1.01410 -1.85126 -0.228
N 0.57311 0.24076 -1.96406 -0.685
H -0.91257 2.88660 0.90005 0.335
H -0.12742 1.31405 1.00236 -0.225
H -1.89648 1.37159 1.25079 0.348
H -2.26687 1.68021 -1.04764 0.300
H -0.82690 2.55323 -1.30169 0.392
H -1.71782 -0.98082 0.04053 0.350
H 0.08057 -2.68066 -0.87600 0.192
H 1.76694 -1.53687 -2.27327 0.407
C 0.68235 -0.09963 3.20744 -0.889
C 1.36933 -0.65665 1.95532 -0.732
H 1.15473 -0.50672 4.11388 0.341
H 0.65984 0.98521 3.14457 0.234
H -0.32585 -0.46789 3.45351 0.283
H 2.41917 -0.84297 2.20339 0.399
H 1.48818 0.15300 1.24001 0.252
H 0.93743 -1.49687 1.43184 0.164

***

<4> comes first in stability; the runner-up is 0.0123 hartree higher.